[1]
{"formula": "CsH2O", "method": "wB97M-V/def2-TZVPD", "species": ["Cs", "O", "H", "H"], "positions_angstrom": [[9.244, -1.128, -19.283], [7.763, -0.520, -21.134], [7.174, 0.102, -21.560], [8.487, 0.016, -20.811]], "forces_ev_per_a": [[2.068, -1.940, 3.227], [-0.727, 0.566, -0.939], [-0.499, 0.103, -0.489], [-0.842, 1.271, -1.799]], "homo_energy_ev": -17.293, "e_tot_ev": -2621.2146, "lumo_energy_ev": -4.1, "max_force_ha_per_bohr": 0.08353, "total_charge": 1, "de_lowest_ev": 1.469}

[2]
{"formula": "CsH2O", "method": "wB97M-V/def2-TZVPD", "species": ["Cs", "O", "H", "H"], "positions_angstrom": [[24.710, 9.913, -25.246], [23.715, 8.003, -27.786], [23.223, 8.744, -27.431], [24.517, 7.975, -27.265]], "forces_ev_per_a": [[0.133, 0.281, 0.372], [0.086, 0.138, 0.211], [-0.558, 0.087, -0.322], [0.339, -0.506, -0.261]], "homo_energy_ev": -16.116, "e_tot_ev": -2621.7248, "lumo_energy_ev": -4.4, "max_force_ha_per_bohr": 0.01288, "total_charge": 1, "de_lowest_ev": 0.959}

[3]
{"formula": "CsH42O21", "method": "wB97M-V/def2-TZVPD", "species": ["Cs", "O", "H", "H", "O", "H", "H", "O", "H", "H", "O", "H", "H", "O", "H", "H", "O", "H", "H", "O", "H", "H", "O", "H", "H", "O", "H", "H", "O", "H", "H", "O", "H", "H", "O", "H", "H", "O", "H", "H", "O", "H", "H", "O", "H", "H", "O", "H", "H", "O", "H", "H", "O", "H", "H", "O", "H", "H", "O", "H", "H", "O", "H", "H"], "positions_angstrom": [[-0.118, -0.026, -0.439], [-1.267, 0.064, 4.394], [-0.760, 0.417, 5.122], [-1.329, 0.810, 3.766], [-0.545, 3.178, -0.415], [0.382, 3.452, -0.312], [-1.072, 3.673, 0.227], [-2.969, -2.170, 3.912], [-2.669, -1.279, 4.222], [-3.444, -2.638, 4.632], [5.360, 1.025, -0.581], [6.259, 0.707, -0.720], [4.923, 0.485, -1.223], [-1.300, 3.028, 3.295], [-0.817, 3.542, 2.646], [-2.148, 2.940, 2.771], [-2.991, 3.270, 0.684], [-3.641, 3.964, 0.454], [-3.153, 2.581, 0.041], [-0.452, -3.253, -0.358], [-0.185, -3.277, 0.590], [0.301, -3.587, -0.893], [2.765, 0.613, -4.087], [3.122, 1.188, -4.755], [1.868, 0.912, -3.908], [-2.810, 1.311, -3.763], [-3.289, 1.847, -4.383], [-3.469, 0.968, -3.147], [1.192, -3.949, -2.756], [0.618, -3.271, -3.154], [1.199, -4.728, -3.302], [-2.590, -1.616, -1.480], [-1.988, -2.105, -0.896], [-2.444, -2.020, -2.345], [-0.025, 2.099, -2.904], [-0.269, 3.000, -2.609], [-0.846, 1.795, -3.358], [2.523, -2.599, 3.751], [3.414, -2.945, 3.844], [1.912, -3.282, 4.060], [-2.451, -0.184, 1.571], [-2.448, -1.081, 1.991], [-3.166, 0.262, 2.020], [-0.605, -3.230, 2.690], [-0.195, -2.453, 3.037], [-1.509, -3.270, 3.055], [4.340, 2.988, 1.189], [4.950, 3.472, 1.758], [4.823, 2.307, 0.675], [2.352, 2.997, -0.907], [2.896, 3.301, -0.169], [2.680, 3.439, -1.671], [-0.784, -2.280, -4.064], [-0.900, -2.303, -5.032], [-0.678, -1.329, -3.864], [1.870, -0.538, 2.029], [2.130, 0.308, 2.446], [2.295, -1.228, 2.610], [2.300, -1.925, -0.915], [2.178, -2.062, 0.036], [2.328, -2.787, -1.384], [-3.798, 0.869, -1.412], [-4.546, 0.569, -0.857], [-3.307, 0.034, -1.453]], "forces_ev_per_a": [[0.414, 0.627, 0.030], [-0.315, 0.218, -0.729], [0.134, 0.107, 0.383], [0.167, -0.249, 0.276], [0.347, 0.240, 0.349], [0.014, -0.172, -0.209], [-0.087, -0.132, -0.257], [-0.255, 0.168, 0.430], [-0.082, -0.949, 0.236], [0.462, 0.777, -0.603], [0.866, 0.000, 0.199], [0.346, 0.337, 0.406], [-1.230, -0.332, -0.592], [-1.706, -0.385, -1.109], [0.661, 0.191, 0.075], [0.973, 0.027, 0.956], [-0.712, 0.958, 0.404], [0.467, -0.454, 0.270], [0.054, -0.578, -0.538], [0.575, 0.064, 0.452], [-0.378, -0.229, -0.586], [-0.633, 0.116, 0.289], [-0.121, -0.605, 0.491], [0.055, 0.393, -0.400], [0.009, 0.352, 0.013], [0.755, -0.455, -0.176], [-0.306, 0.379, -0.533], [-0.101, 0.308, 0.218], [0.109, 0.823, 0.890], [0.059, -0.500, -0.350], [-0.153, -0.290, -0.406], [0.134, 0.047, -0.191], [-0.084, -0.382, -0.008], [-0.063, -0.101, -0.060], [-0.834, 0.028, -0.683], [0.249, -0.766, 0.100], [0.473, 0.316, 0.373], [-0.172, 0.000, 0.024], [0.062, -0.197, 0.108], [0.211, 0.067, -0.115], [0.331, -1.256, 0.316], [-0.036, 0.896, -0.434], [-0.410, 0.270, 0.137], [-0.388, -1.061, -0.723], [0.175, 1.009, 0.536], [0.445, 0.381, 0.031], [-0.169, -0.135, -0.116], [0.032, -0.255, -0.281], [-0.049, 0.384, 0.307], [-0.872, -0.427, 0.971], [0.419, -0.066, 0.188], [0.420, 0.459, -0.935], [-0.066, 0.767, -0.225], [0.072, -0.068, 0.548], [-0.052, -0.529, -0.239], [0.604, -0.091, 0.802], [-0.166, -0.570, -0.423], [-0.671, 0.637, -0.532], [-0.017, -0.238, -0.265], [0.270, -0.235, -0.283], [-0.048, 0.547, 0.501], [-0.968, -0.272, 1.040], [0.254, 0.468, -0.447], [0.523, -0.379, 0.097]], "homo_energy_ev": -13.281, "e_tot_ev": -44226.7091, "lumo_energy_ev": -2.3, "max_force_ha_per_bohr": 0.04027, "total_charge": 1, "de_lowest_ev": 0.802}